(1)
Molecular formula: C38H34N3O3S3SrTe
Method: DFT, ωB97M-V with the def2-TZVPD basis set

DFT total energy   -91208.7031 eV
ΔE to the lowest compared entry with this formula, charge and spin   0.0 kcal/mol
LUMO level   2.038 eV
HOMO level   -3.986 eV
Total charge   -1
Kohn-Sham gap   6.02 eV

Atoms and positions in Å:
1 Sr 0.04451 -0.06589 0.16195
2 C -1.23605 6.88131 -5.06431
3 C -1.22654 5.68060 -4.16327
4 C -1.16028 4.39434 -4.69430
5 C -1.11993 3.28361 -3.86819
6 C -1.14037 3.45973 -2.49546
7 C -1.21254 4.72455 -1.94275
8 C -1.25623 5.82830 -2.77856
9 S -1.13585 2.04323 -1.44074
10 O -2.48684 1.68760 -1.05889
11 O -0.32492 2.40502 -0.26151
12 N -0.51909 0.79588 -2.20289
13 C 0.81162 0.78797 -2.67582
14 C 1.68194 1.87846 -2.61906
15 C 2.95130 1.73480 -3.15759
16 C 3.31233 0.51982 -3.72099
17 C 2.38577 -0.51197 -3.68634
18 N 1.16983 -0.40331 -3.16880
19 H -1.83456 6.69893 -5.95741
20 H -0.22335 7.12600 -5.39298
21 H -1.63908 7.75637 -4.55522
22 H -1.13914 4.25675 -5.76905
23 H -1.06688 2.28375 -4.28012
24 H -1.22146 4.84415 -0.86679
25 H -1.31359 6.82085 -2.34752
26 H 1.40670 2.80428 -2.13792
27 H 3.65331 2.55661 -3.10292
28 H 4.29758 0.34964 -4.13115
29 H 2.64833 -1.49253 -4.07212
30 Te -2.42942 0.81516 2.49832
31 C -3.59042 -0.72389 1.63403
32 C -4.63018 -0.39760 0.77458
33 C -5.37786 -1.40656 0.18585
34 C -5.09164 -2.73542 0.45859
35 C -4.04493 -3.06054 1.31081
36 C -3.28382 -2.05771 1.89299
37 C -2.71231 0.29802 4.52185
38 C -3.70875 0.95855 5.23260
39 C -3.93820 0.64055 6.56147
40 C -3.17146 -0.33569 7.18351
41 C -2.17241 -0.98644 6.47733
42 C -1.93564 -0.67020 5.14552
43 H -4.84107 0.64129 0.55487
44 H -6.18566 -1.15527 -0.49043
45 H -5.67925 -3.51941 -0.00310
46 H -3.80780 -4.09836 1.51167
47 H -2.44084 -2.30521 2.52862
48 H -4.30845 1.71587 4.74214
49 H -4.71602 1.15475 7.11292
50 H -3.35076 -0.58408 8.22254
51 H -1.56027 -1.73931 6.95796
52 H -1.13604 -1.15926 4.60194
53 C 2.37884 -5.27750 -0.38885
54 C 1.55762 -4.52310 -1.21195
55 C 1.55243 -3.13804 -1.13345
56 C 2.37636 -2.46278 -0.22553
57 C 3.21200 -3.24129 0.59816
58 C 3.20384 -4.62065 0.51919
59 N 2.27712 -1.08792 -0.07473
60 C 3.37978 -0.28973 -0.14692
61 C 3.31616 1.05011 0.29712
62 C 4.35523 1.93749 0.10898
63 C 5.53904 1.53675 -0.50598
64 C 5.64542 0.21038 -0.90159
65 C 4.60676 -0.68397 -0.72984
66 H 2.37241 -6.35940 -0.44022
67 H 0.90680 -5.01349 -1.92823
68 H 0.92904 -2.56674 -1.81534
69 H 3.81988 -2.74238 1.34258
70 H 3.82584 -5.19080 1.19922
71 H 2.43228 1.40618 0.82564
72 H 4.24335 2.95620 0.46426
73 H 6.36117 2.22782 -0.64235
74 H 6.56223 -0.13766 -1.36780
75 H 4.71408 -1.70522 -1.07229
76 C -0.41777 -4.40389 1.64578
77 O 0.54227 -4.44004 2.68902
78 C 0.92044 -3.30355 3.29821
79 S 1.96441 -3.51686 4.57560
80 S 0.40769 -1.78923 2.70896
81 H -0.43968 -5.40955 1.23296
82 H -0.13759 -3.69688 0.86807
83 H -1.40077 -4.14241 2.04547

Here are the Löwdin charges for atoms 1 to 8, given in e: number 1, Sr, carries 1.254; number 2, C, carries -0.056; number 3, C, carries -0.273; number 4, C, carries -0.031; number 5, C, carries -0.047; number 6, C, carries -0.293; number 7, C, carries -0.044; number 8, C, carries -0.035


(2)
Molecular formula: C4H6N2S
Method: DFT, ωB97M-V with the def2-TZVPD basis set

DFT total energy   -18056.9090 eV
ΔE to the lowest compared entry with this formula, charge and spin   93.7 kcal/mol
LUMO level   -0.258 eV
SMILES   [H]/N=C/N(C=C)C=S
HOMO level   -8.867 eV
Total charge   0
Kohn-Sham gap   8.61 eV

Atoms and positions in Å:
1 C 2.59841 0.58238 -0.51145
2 C 1.65941 0.68400 0.33843
3 C -0.03814 -0.78660 -0.93057
4 C -0.58795 0.38707 1.10204
5 H 2.40160 -0.16294 -1.30282
6 H 3.79450 0.57638 -0.03797
7 H 1.55792 1.44783 1.15913
8 H -1.05036 -1.32309 -0.78273
9 H -0.16046 -1.31830 -2.91026
10 H -0.36851 0.82481 2.07290
11 N 0.43420 -0.13672 0.30155
12 N 0.53156 -0.92208 -2.13092
13 S -2.17034 0.13537 0.91354

Here are the natural (NBO) charges for atoms 1 to 8, given in e: number 1, C, carries -0.450; number 2, C, carries -0.018; number 3, C, carries 0.265; number 4, C, carries -0.108; number 5, H, carries 0.245; number 6, H, carries 0.233; number 7, H, carries 0.202; number 8, H, carries 0.203